{
  "formula": "C2H6F2N2",
  "method": "ωB97M-V/def2-TZVPD",
  "charge": 0,
  "smiles": "NC(F)F.C=N",
  "de_lowest_kj_mol": 75.4,
  "max_force_ev_per_a": 2.97,
  "symbols": ["C", "C", "N", "N", "F", "F", "H", "H", "H", "H", "H", "H"],
  "xyz": [[1.667, -0.574, -1.446], [-2.051, 0.263, 0.042], [1.600, -0.562, -0.191], [-0.982, 0.742, 0.742], [-1.748, -0.829, -0.800], [-2.932, -0.322, 0.916], [2.605, -0.559, -2.091], [0.839, -0.550, -2.105], [-2.717, 0.894, -0.650], [2.511, -0.510, 0.340], [-0.615, 1.566, 0.289], [-0.152, 0.137, 1.100]]
}

---

{
  "formula": "C2H6F2Si",
  "method": "ωB97M-V/def2-TZVPD",
  "charge": 0,
  "de_lowest_kj_mol": 719.0,
  "max_force_ev_per_a": 2.73,
  "symbols": ["C", "C", "F", "F", "Si", "H", "H", "H", "H", "H", "H"],
  "xyz": [[-2.530, -0.330, -0.154], [2.562, 0.300, 0.343], [2.999, 1.454, -0.276], [1.307, -2.029, 0.394], [1.126, -0.648, -0.440], [-2.308, 0.770, -0.121], [-2.319, -0.809, -1.107], [-2.081, -0.892, 0.725], [2.209, 0.594, 1.314], [3.441, -0.301, 0.632], [1.317, -1.012, -1.786]]
}

---

{
  "formula": "C2H6F3N4P3",
  "method": "ωB97M-V/def2-TZVPD",
  "charge": 0,
  "smiles": "CN1CNP(F)(F)=N/P=N\\P1F",
  "de_lowest_kj_mol": 163.7,
  "max_force_ev_per_a": 4.33,
  "symbols": ["C", "C", "N", "N", "N", "N", "F", "F", "F", "P", "P", "P", "H", "H", "H", "H", "H", "H"],
  "xyz": [[0.587, 0.291, 0.979], [2.004, -0.550, -0.677], [-2.650, 0.521, 0.540], [-1.453, -1.730, 0.635], [0.066, 1.414, 0.218], [0.947, -0.821, 0.197], [-1.559, 1.604, -1.723], [-1.975, 2.954, 0.026], [0.125, -3.134, -0.485], [-2.828, -1.078, 0.937], [-1.561, 1.415, -0.108], [-0.408, -1.609, -0.599], [0.612, 1.795, -0.484], [-0.189, -0.192, 1.692], [1.422, 0.809, 1.632], [2.939, -0.399, -0.129], [2.126, -1.509, -1.266], [1.796, 0.220, -1.385]]
}

---

{
  "formula": "C2H6FHoO2",
  "method": "ωB97M-V/def2-TZVPD",
  "charge": 2,
  "s_squared": 6.004,
  "de_lowest_kj_mol": 323.9,
  "max_force_ev_per_a": 5.24,
  "spin_multiplicity": 5,
  "symbols": ["F", "Ho", "O", "H", "C", "O", "C", "H", "H", "H", "H", "H"],
  "xyz": [[-0.845, -1.999, 0.342], [-0.139, -2.291, -1.728], [-0.985, -0.339, -1.952], [-1.229, 0.115, -2.759], [1.361, 0.903, 0.710], [0.490, -0.175, 1.032], [-0.804, -0.149, 0.725], [0.801, 1.826, 0.907], [2.292, 0.715, 1.250], [1.666, 0.949, -0.342], [-1.456, -0.319, 1.586], [-1.153, 0.763, 0.230]]
}

---

{
  "formula": "C2H6FN",
  "method": "ωB97M-V/def2-TZVPD",
  "charge": 0,
  "smiles": "[H]/N=C\\C.F",
  "de_lowest_kj_mol": 51.1,
  "max_force_ev_per_a": 2.98,
  "symbols": ["C", "C", "N", "F", "H", "H", "H", "H", "H", "H"],
  "xyz": [[1.565, 0.069, -0.119], [0.256, -0.559, 0.129], [-0.882, 0.014, 0.114], [-3.527, 0.142, 0.114], [2.084, -0.376, -0.896], [2.042, -0.069, 0.904], [1.452, 1.070, -0.443], [0.396, -1.693, 0.101], [-0.758, 1.038, -0.062], [-2.629, 0.364, 0.157]]
}

---

{
  "formula": "C2H6FN2",
  "method": "ωB97M-V/def2-TZVPD",
  "charge": 1,
  "de_lowest_kj_mol": 537.8,
  "max_force_ev_per_a": 7.15,
  "symbols": ["C", "C", "N", "N", "F", "H", "H", "H", "H", "H", "H"],
  "xyz": [[-0.480, 0.380, 0.055], [1.971, 0.149, -0.002], [-2.583, -0.622, 0.015], [0.517, -0.301, -0.023], [-0.574, 1.653, 0.304], [2.083, 1.159, 0.092], [2.388, -0.221, -1.033], [2.445, -0.288, 0.947], [-3.169, -0.078, 0.665], [-3.057, -0.517, -0.888], [0.459, -1.316, -0.130]]
}

---

{
  "formula": "C2H6FNS",
  "method": "ωB97M-V/def2-TZVPD",
  "charge": 0,
  "de_lowest_kj_mol": 455.1,
  "max_force_ev_per_a": 4.39,
  "symbols": ["C", "C", "N", "F", "S", "H", "H", "H", "H", "H", "H"],
  "xyz": [[-0.119, 1.081, 0.436], [0.097, -1.264, -0.172], [-0.467, -0.259, 0.678], [-3.034, 1.045, -0.338], [-3.107, -0.479, 0.355], [0.923, 1.213, 0.159], [-0.626, 1.757, -0.371], [-0.126, 1.702, 1.482], [-0.471, -2.169, -0.412], [0.468, -0.765, -1.205], [0.977, -1.525, 0.329]]
}

---

{
  "formula": "C2H6I2N2OP",
  "method": "ωB97M-V/def2-TZVPD",
  "charge": 1,
  "de_lowest_kj_mol": 103.6,
  "max_force_ev_per_a": 3.94,
  "symbols": ["C", "C", "N", "N", "O", "P", "I", "I", "H", "H", "H", "H", "H", "H"],
  "xyz": [[0.145, -2.739, 0.936], [0.179, -0.678, -0.152], [0.080, -2.054, -0.288], [-1.031, -0.147, 0.629], [0.232, -2.122, 1.946], [0.131, 0.192, -1.834], [0.139, -4.931, 0.774], [-0.637, -2.941, -2.026], [0.963, -0.499, 0.635], [-1.189, 0.786, 0.349], [-0.848, -0.503, 1.643], [-1.783, -0.761, 0.264], [0.924, 1.187, -1.305], [1.390, -0.594, -2.159]]
}

---

{
  "formula": "C2H6I2N2OP",
  "method": "ωB97M-V/def2-TZVPD",
  "charge": 1,
  "de_lowest_kj_mol": 0.0,
  "max_force_ev_per_a": 1.01,
  "symbols": ["C", "C", "N", "N", "O", "P", "I", "I", "H", "H", "H", "H", "H", "H"],
  "xyz": [[-3.038, -0.729, 0.129], [-0.605, -0.507, -0.037], [-1.917, -0.501, -0.268], [0.163, -0.064, -0.993], [-4.147, -0.866, 0.338], [0.074, -0.927, 1.612], [3.908, 0.168, -0.550], [0.216, 3.021, 0.531], [-1.248, 2.491, 0.264], [4.958, 1.189, -1.098], [-0.224, 0.285, -1.864], [1.171, 0.015, -0.868], [-0.588, -2.153, 1.691], [1.276, -1.421, 1.112]]
}

---

{
  "formula": "C2H6I2NP",
  "method": "ωB97M-V/def2-TZVPD",
  "charge": 0,
  "de_lowest_kj_mol": 97.8,
  "max_force_ev_per_a": 0.90,
  "symbols": ["C", "C", "N", "P", "I", "I", "H", "H", "H", "H", "H", "H"],
  "xyz": [[0.766, 0.260, -0.027], [-0.561, -0.425, 0.278], [-1.669, 0.459, -0.011], [-2.777, 0.852, 1.141], [-4.004, 2.580, 0.001], [-5.156, -2.123, -0.062], [1.586, -0.374, 0.295], [0.870, 0.441, -1.094], [0.831, 1.211, 0.499], [-0.656, -1.340, -0.315], [-0.616, -0.692, 1.335], [-1.742, 0.746, -0.979]]
}

---

{
  "formula": "C2H6IN2",
  "method": "ωB97M-V/def2-TZVPD",
  "charge": 1,
  "smiles": "C/[NH+]=C/NI",
  "de_lowest_kj_mol": 103.1,
  "max_force_ev_per_a": 5.66,
  "symbols": ["C", "C", "N", "N", "I", "H", "H", "H", "H", "H", "H"],
  "xyz": [[0.328, 0.619, -0.223], [0.338, -1.639, 0.408], [-0.221, 1.876, -0.462], [-0.368, -0.508, -0.053], [-2.086, 2.609, -0.491], [1.337, 0.630, 0.014], [-0.257, -2.573, 0.405], [0.722, -1.275, 1.384], [1.215, -1.799, -0.205], [0.398, 2.584, -0.908], [-1.404, -0.523, 0.129]]
}

---

{
  "formula": "C2H6IN2O",
  "method": "ωB97M-V/def2-TZVPD",
  "charge": 1,
  "de_lowest_kj_mol": 259.1,
  "max_force_ev_per_a": 3.53,
  "symbols": ["C", "C", "N", "N", "O", "I", "H", "H", "H", "H", "H", "H"],
  "xyz": [[0.277, -0.066, 0.149], [1.423, 0.434, -0.499], [-0.390, 0.573, 1.071], [-0.185, -1.270, -0.316], [-1.209, -1.863, 0.025], [-4.074, 0.564, -0.072], [2.202, -0.366, -0.220], [1.297, 0.398, -1.599], [1.701, 1.421, -0.186], [-0.142, 1.616, 1.210], [-1.367, 0.261, 1.304], [0.467, -1.702, -0.867]]
}

---

{
  "formula": "C2H6IN4",
  "method": "ωB97M-V/def2-TZVPD",
  "charge": 1,
  "de_lowest_kj_mol": 208.5,
  "max_force_ev_per_a": 3.01,
  "symbols": ["C", "C", "N", "N", "N", "N", "I", "H", "H", "H", "H", "H", "H"],
  "xyz": [[0.349, 0.155, 0.201], [2.214, -1.004, -0.871], [-1.708, -0.439, 1.492], [-2.410, 0.340, 1.109], [-2.831, 1.453, 0.681], [1.458, -0.514, 0.182], [-0.527, 0.430, -1.644], [2.541, -0.145, -1.431], [1.724, -1.779, -1.417], [3.164, -1.463, -0.668], [-3.857, 1.621, 0.907], [-2.019, 2.056, 0.382], [1.901, -0.712, 1.079]]
}

---

{
  "formula": "C2H6INO",
  "method": "ωB97M-V/def2-TZVPD",
  "charge": 0,
  "de_lowest_kj_mol": 190.6,
  "max_force_ev_per_a": 3.15,
  "symbols": ["C", "C", "N", "O", "I", "H", "H", "H", "H", "H", "H"],
  "xyz": [[-0.497, -1.004, 0.501], [0.575, 0.917, -0.687], [0.176, -0.512, -0.767], [0.991, -1.231, -1.331], [3.330, -1.623, -0.165], [-1.404, -1.437, 0.203], [0.099, -1.872, 0.965], [-0.569, 0.002, 1.160], [-0.257, 1.641, -0.468], [1.098, 0.846, 0.306], [1.232, 1.280, -1.456]]
}

---

{
  "formula": "C2H6INOP",
  "method": "ωB97M-V/def2-TZVPD",
  "charge": 1,
  "de_lowest_kj_mol": 153.1,
  "max_force_ev_per_a": 4.36,
  "symbols": ["C", "C", "N", "O", "P", "I", "H", "H", "H", "H", "H", "H"],
  "xyz": [[-0.282, 0.490, 0.623], [-0.692, -0.584, -0.293], [-1.987, -0.151, -0.845], [0.954, 0.764, 0.957], [2.771, 0.462, 1.033], [3.305, -1.336, -0.425], [-0.112, -0.617, -1.212], [-0.587, -1.558, 0.101], [-2.249, 0.815, -0.442], [-1.150, 1.044, 1.047], [-2.745, -0.881, -0.644], [2.774, 1.552, 0.100]]
}

---

{
  "formula": "C2H6N2",
  "method": "ωB97M-V/def2-TZVPD",
  "charge": 0,
  "de_lowest_kj_mol": 529.2,
  "max_force_ev_per_a": 6.74,
  "symbols": ["C", "C", "H", "H", "H", "H", "H", "H", "N", "N"],
  "xyz": [[-0.577, -0.240, 1.212], [0.459, -0.737, 0.445], [-1.336, 0.097, 0.102], [-0.101, 0.627, 1.964], [-1.084, -1.084, 1.907], [1.419, -1.216, 0.752], [0.212, 1.466, -1.959], [-0.930, 1.061, -0.411], [0.616, -0.086, -0.676], [-0.255, 0.787, -1.081]]
}

---

{
  "formula": "C2H6N2",
  "method": "ωB97M-V/def2-TZVPD",
  "charge": 0,
  "de_lowest_kj_mol": 865.7,
  "max_force_ev_per_a": 3.78,
  "symbols": ["C", "C", "N", "N", "H", "H", "H", "H", "H", "H"],
  "xyz": [[-0.590, 0.403, 0.289], [0.657, -0.382, -0.073], [1.783, 0.096, -0.765], [-1.896, -0.264, 0.566], [-0.637, 1.292, -0.329], [0.560, -0.916, -1.070], [0.945, -0.953, 0.796], [2.083, 1.063, -0.602], [-0.750, 0.586, 1.361], [-2.155, -0.926, -0.175]]
}

---

{
  "formula": "C2H6N2",
  "method": "ωB97M-V/def2-TZVPD",
  "charge": 0,
  "smiles": "CC1NN1",
  "de_lowest_kj_mol": 365.4,
  "max_force_ev_per_a": 5.14,
  "symbols": ["C", "C", "N", "N", "H", "H", "H", "H", "H", "H"],
  "xyz": [[-0.352, -0.394, 0.488], [-0.090, 0.928, -0.670], [0.337, -1.662, 0.355], [0.709, -0.749, 1.358], [-1.475, -0.609, 0.624], [0.138, 0.557, -1.693], [0.906, 1.287, -0.252], [-0.808, 1.701, -0.595], [-0.191, -2.512, 0.784], [1.584, -0.358, 0.987]]
}

---

{
  "formula": "C2H6N2O",
  "method": "ωB97M-V/def2-TZVPD",
  "charge": 0,
  "smiles": "CNC(N)=O",
  "de_lowest_kj_mol": 12.4,
  "max_force_ev_per_a": 1.79,
  "symbols": ["C", "C", "H", "H", "H", "H", "H", "H", "N", "N", "O"],
  "xyz": [[-1.649, 0.209, -0.042], [0.776, 0.349, -0.028], [-2.176, 0.026, 0.924], [-1.500, 1.280, -0.120], [-2.318, -0.172, -0.879], [-0.315, -1.437, 0.175], [2.062, -1.334, 0.042], [2.787, 0.259, 0.047], [-0.368, -0.428, -0.037], [1.962, -0.318, -0.070], [0.740, 1.566, -0.011]]
}

---

{
  "formula": "C2H6N2O",
  "method": "ωB97M-V/def2-TZVPD",
  "charge": 0,
  "smiles": "[H]/N=C/N(C)O",
  "de_lowest_kj_mol": 500.7,
  "max_force_ev_per_a": 7.29,
  "symbols": ["C", "C", "H", "H", "H", "H", "H", "H", "N", "N", "O"],
  "xyz": [[-0.361, -1.386, 0.244], [-0.150, 1.087, 0.028], [-1.471, -0.976, 0.330], [-0.162, -2.309, -0.351], [-0.267, -1.765, 1.180], [1.949, -1.153, -1.059], [0.389, 1.857, -0.360], [-1.670, 2.093, 0.158], [0.269, -0.146, -0.190], [-1.447, 1.134, 0.293], [1.568, -0.359, -0.282]]
}

---

no.,E_tot (eV)
1,-10585.3681
2,-15480.9123
3,-44153.8147
4,-34761.3979
5,-6378.1281
6,-7857.0873
7,-17209.0602
8,-32680.2466
9,-32681.3207
10,-29151.0251
11,-13244.1837
12,-15289.6089
13,-16220.5875
14,-13806.0441
15,-23089.1395
16,-5146.4352
17,-5142.9474
18,-5148.1330
19,-7199.6586
20,-7194.5980